(1)
Here is a structure of composition C20H21Br2Cl3N3O6TeTi from the Open Molecules 2025 dataset. Energies are from the ωB97M-V functional and the def2-TZVPD basis.

XYZ file:
```
57
Properties=species:S:1:pos:R:3:forces:R:3
H -1.522 2.082 -2.888 0.01 0.01 -0.01
H 0.123 -0.404 4.675 0.01 0.02 0.00
H -1.664 3.852 -2.798 -0.02 0.00 0.00
H 2.567 0.327 3.967 0.02 -0.01 -0.03
H -2.931 2.823 -2.099 0.00 -0.01 0.01
O -0.694 1.363 2.110 -0.19 -0.12 0.04
C -0.172 -0.338 3.625 0.09 -0.02 0.03
O -1.993 -0.499 1.081 -0.23 0.22 -0.19
H -0.663 -0.813 -4.594 0.00 -0.01 0.00
H 0.549 1.075 -3.755 0.00 0.00 0.00
C -3.664 -2.088 0.474 0.00 0.05 0.03
C -2.598 -1.262 0.206 0.02 -0.10 -0.04
H 3.386 0.507 1.583 0.01 -0.02 0.00
Br -4.300 -2.218 2.243 0.00 0.01 0.01
H 0.934 1.266 -2.024 0.00 0.01 -0.01
C -0.911 0.966 3.340 0.00 -0.01 -0.05
C -2.178 -1.776 -3.455 0.00 0.01 -0.02
H 1.575 -0.081 -2.918 0.01 0.02 0.02
C 1.637 -1.654 2.673 0.05 0.01 -0.01
O -1.566 1.552 4.167 -0.01 -0.03 0.02
C 1.931 0.725 3.169 0.03 -0.05 -0.05
C -2.114 -1.219 -1.132 -0.07 0.05 0.00
H 2.404 1.956 0.244 -0.11 0.00 -0.10
Cl 3.787 -2.845 -1.753 0.01 -0.07 -0.01
O 1.140 -3.766 1.700 -0.13 -0.03 0.06
C -2.731 -1.936 -2.166 0.01 0.02 0.03
C -0.509 -0.286 -2.518 -0.01 -0.01 0.01
H 0.335 4.934 -1.716 0.02 0.02 0.01
Cl 3.541 2.135 -1.342 0.06 0.07 -0.01
O 1.862 1.811 1.081 -0.15 0.04 0.12
C -1.104 -0.959 -3.618 -0.01 -0.02 -0.01
H -0.818 -1.183 3.375 -0.03 0.02 0.04
N 1.499 -0.379 -0.237 0.10 0.21 0.05
C 2.554 -0.865 -0.487 -0.06 -0.16 0.20
C 3.713 -1.474 -0.705 -0.12 0.05 -0.06
H -5.122 -3.470 -0.293 0.00 0.00 0.00
H 2.648 -1.555 2.274 -0.02 0.01 -0.04
Br -4.719 -3.759 -3.174 0.00 -0.01 -0.01
H 3.421 2.047 2.430 -0.01 0.01 -0.04
H -2.614 -2.299 -4.295 0.01 0.00 0.00
C 0.870 -2.588 1.743 0.20 0.00 -0.19
O -0.036 -1.984 1.029 -0.21 0.11 0.15
N 0.998 -0.339 2.720 -0.25 -0.18 0.13
H 1.203 4.621 -0.191 -0.01 0.00 0.00
H 1.708 -2.102 3.669 0.02 0.00 -0.01
H 1.343 1.540 3.589 -0.01 0.00 0.00
Cl 5.189 -0.886 -0.044 0.06 -0.01 -0.04
Te -0.863 2.970 -0.389 -0.19 -0.06 0.04
C 0.695 0.556 -2.806 -0.07 -0.04 0.01
C 2.750 1.275 2.033 0.11 0.03 -0.02
N -1.015 -0.421 -1.303 0.13 -0.26 -0.13
H 1.520 3.574 -1.575 -0.03 -0.02 -0.02
C 0.757 4.164 -1.072 0.02 0.00 -0.03
C -3.839 -2.751 -1.828 0.00 0.01 0.02
C -1.862 2.915 -2.279 0.05 0.01 0.01
Ti -0.152 -0.003 0.797 0.94 0.29 0.10
C -4.286 -2.833 -0.543 -0.02 -0.02 -0.01
```
Positions in Å, forces in eV/Å.

Output
- Gap between HOMO and LUMO: 0.232 Ha
- Calculated total energy: -245903.402 eV
- Maximum force: 0.0192 hartree/bohr
- Total charge: -1
- Highest occupied orbital energy: -4.876 eV

***

(2)
Here is an isolated molecule of C6H10O2 in a non-equilibrium geometry from the Open Molecules 2025 dataset. Energies are from the ωB97M-V functional and the def2-TZVPD basis.

XYZ file:
```
18
Properties=species:S:1:pos:R:3:forces:R:3
C -0.415 0.793 -0.582 0.36 1.05 -1.33
H -2.567 -1.114 0.941 -0.71 -1.53 2.51
H 1.010 1.373 1.043 -0.17 -0.77 -1.03
C -0.998 0.025 0.515 -0.47 -2.58 -1.10
H 0.242 2.970 -0.602 0.14 0.76 1.38
H -0.974 -2.716 0.340 1.61 1.00 -1.82
C 1.438 -0.414 -0.127 -0.83 -2.74 1.32
H 2.335 -0.625 0.423 0.63 -0.56 0.05
H 0.603 2.127 -1.956 0.62 -0.80 -1.01
H -1.060 0.620 1.343 0.03 1.25 2.63
O -0.278 -2.191 -0.201 -2.46 -3.91 0.17
H 0.276 -1.465 1.574 0.41 -0.46 1.58
C 0.082 -1.183 0.579 2.28 4.34 -0.68
H -0.335 0.198 -1.493 -0.23 -0.41 0.34
C 1.000 0.937 0.002 -0.72 3.05 0.11
C 0.465 1.983 -0.913 -1.24 0.36 0.04
O -2.262 -0.578 0.270 0.31 2.25 -3.02
H 1.438 -0.741 -1.156 0.44 -0.32 -0.14
```
Positions in Å, forces in eV/Å.

Output
- Gap between HOMO and LUMO: 0.335 Ha
- Calculated total energy: -10474.594 eV
- Maximum force: 0.0963 hartree/bohr
- Highest occupied orbital energy: -8.510 eV
- SMILES: O[C@@H]1[C@H]2C[C@@H]2C[C@@H]1O

***

(3)
Here is an isolated molecule of C3H8N2S in a non-equilibrium geometry from the Open Molecules 2025 dataset. Energies are from the ωB97M-V functional and the def2-TZVPD basis.

XYZ file:
```
14
Properties=species:S:1:pos:R:3:forces:R:3
H -1.645 0.876 1.031 -2.62 -1.37 -1.76
C -2.256 0.216 0.150 -2.85 3.37 1.19
H 1.988 1.335 1.006 0.34 0.08 -2.88
H -2.519 0.971 -0.734 0.52 -1.35 1.91
C 2.269 1.076 -0.134 -0.89 -0.26 2.26
H 1.378 1.226 -0.844 1.77 0.12 1.16
H -3.361 -0.332 0.412 3.39 1.63 -0.28
C 0.794 -1.218 -0.063 -0.37 1.05 -0.92
H 0.421 -2.304 -0.169 1.11 1.50 0.55
N -0.072 -0.258 -0.221 2.50 -2.06 0.86
H 3.249 1.561 -0.380 -1.04 -0.59 -0.01
S 2.511 -0.763 0.056 -0.47 0.11 -0.70
H -1.442 -1.683 0.145 0.14 1.82 -0.68
N -1.314 -0.703 -0.256 -1.55 -4.05 -0.69
```
Positions in Å, forces in eV/Å.

Output
- Gap between HOMO and LUMO: 0.317 Ha
- Calculated total energy: -17052.797 eV
- Maximum force: 0.0889 hartree/bohr
- Highest occupied orbital energy: -7.643 eV
- SMILES: CN/N=C/SC

***

(4)
Here is a structure of composition C7H10 in a non-equilibrium geometry from the Open Molecules 2025 dataset. Energies are from the ωB97M-V functional and the def2-TZVPD basis.

XYZ file:
```
17
Properties=species:S:1:pos:R:3:forces:R:3
H -1.925 0.956 1.402 3.29 -0.38 0.70
C 1.036 -0.007 -1.073 3.62 -2.81 -2.62
C 0.510 1.277 1.077 1.09 0.77 1.84
H 1.400 2.225 -0.538 -0.27 -3.98 -0.63
H -0.553 -0.297 2.145 -1.15 1.36 -1.16
H -0.937 0.609 -0.777 -1.00 -1.43 0.14
H 1.511 0.685 1.773 -3.18 2.40 -1.61
H -1.212 -2.681 -0.389 -0.41 3.27 -0.99
H 0.761 -1.932 0.240 -0.26 1.66 0.21
H 0.436 2.569 1.205 0.29 -4.23 0.23
C -0.799 0.479 1.322 -3.22 -2.31 -0.13
H 1.797 0.136 -1.942 -1.72 -1.18 1.07
C 0.291 -1.093 -0.329 0.95 -0.21 -3.46
C 0.991 0.997 -0.308 3.09 10.33 1.64
C -0.961 -0.273 -0.108 0.14 1.30 5.14
H -1.425 -1.274 -1.780 0.18 -1.01 -0.42
C -1.043 -1.546 -0.804 -1.46 -3.54 0.03
```
Positions in Å, forces in eV/Å.

Output
- Gap between HOMO and LUMO: 0.359 Ha
- Calculated total energy: -7413.111 eV
- Maximum force: 0.2121 hartree/bohr
- Highest occupied orbital energy: -8.705 eV